Formula: C18H21MnN8O10
Source: OMol25
Level of theory: ωB97M-V with the def2-TZVPD basis set

Last column: Löwdin charge in e.
Positions of all 58 atoms, in Å:
Mn: -0.0642 0.5968 -0.3558  1.07
C: -0.4777 1.1509 -3.4311  0.05
O: 0.3190 1.2994 -2.1533  -0.31
C: 1.7663 1.1757 -2.4850  -0.09
C: 2.5452 1.8363 -1.3737  -0.15
O: 2.0109 1.3641 -0.1480  -0.22
C: 3.1130 1.2462 0.8317  -0.10
C: 2.5942 0.5194 2.0320  -0.21
O: 1.3955 1.1546 2.4247  -0.23
C: 1.2001 0.9791 3.8706  -0.03
H: -0.5893 0.0826 -3.5870  0.09
H: 0.0180 1.8342 -4.0889  0.10
H: -1.4891 1.5678 -3.2844  0.10
H: 1.9169 1.6892 -3.4788  0.16
H: 1.9352 0.1141 -2.5713  0.13
H: 2.4481 2.9007 -1.4589  0.14
H: 3.5952 1.5431 -1.4267  0.14
H: 3.4946 2.2281 1.0713  0.14
H: 3.9617 0.7061 0.3280  0.16
H: 3.3275 0.5321 2.8314  0.14
H: 2.4969 -0.5264 1.7404  0.13
H: 1.2250 -0.1000 4.1647  0.11
H: 0.2124 1.4094 4.1264  0.11
H: 1.9820 1.5093 4.3496  0.08
N: -4.2212 0.3721 -1.8759  0.07
C: -3.0536 -0.2887 -1.9241  -0.06
N: -2.2129 0.3414 -1.0792  0.08
C: -2.9607 1.4272 -0.6114  -0.27
N: -4.1661 1.4611 -1.1033  0.17
C: -2.2949 2.4586 0.1940  -0.15
C: -2.9554 3.5978 0.5520  -0.04
N: -2.3639 4.6419 1.1031  0.15
C: -1.0774 4.4636 1.4364  -0.04
C: -0.3191 3.3577 1.0274  -0.04
N: -0.9431 2.3792 0.3703  0.06
H: -5.0516 0.2332 -2.4073  0.17
H: -2.9240 -1.2162 -2.4505  0.15
H: -3.9587 3.6824 0.2094  0.13
H: -0.5355 5.3363 1.8811  0.15
H: 0.6975 3.3842 1.1938  0.10
O: 0.3430 -5.8558 2.8463  0.13
N: 0.2416 -5.9958 1.6649  -0.35
O: 0.5158 -6.9171 0.9547  0.14
C: -0.1416 -4.7256 0.9112  -0.06
C: -0.3786 -3.6035 1.6777  0.11
C: -0.2504 -2.3588 1.0642  -0.03
C: 0.0529 -2.1873 -0.3061  -0.18
O: 0.4013 -1.0558 -0.9196  -0.13
C: 0.1247 -3.3912 -1.0506  -0.02
C: 0.0740 -4.6551 -0.4720  0.14
N: 0.3829 -3.2975 -2.5111  -0.33
O: 1.0239 -4.2112 -2.9699  0.15
O: -0.1367 -2.3731 -3.1031  0.08
N: -0.6644 -1.2047 1.8573  -0.23
O: -0.8003 -0.0807 1.3220  -0.05
O: -1.0584 -1.3420 2.9714  0.20
H: -0.5192 -3.6845 2.7328  0.14
H: 0.1927 -5.5050 -1.1135  0.15

## Properties
* gap between HOMO and LUMO (alpha / beta): 7.451 / 8.009 eV
* <S²>: 6.044
* total charge: +2
* ΔE to the lowest compared entry with this formula, charge and spin: 0.0 kJ/mol
* spin multiplicity: 5

---

Formula: C18H21N3O2
Source: OMol25
Level of theory: ωB97M-V with the def2-TZVPD basis set

Last column: Löwdin charge in e.
Positions of all 44 atoms, in Å:
O: 1.3457 2.9822 -1.4957  -0.17
N: 1.4905 -1.9619 -0.0256  0.15
O: -0.3724 -0.6381 0.1143  -0.01
C: 0.5799 -1.4651 0.7522  -0.26
C: 0.5090 -1.7428 2.1785  -0.07
C: 1.4606 -2.3280 2.9940  0.01
C: -2.7648 -0.5186 3.9404  -0.09
C: -2.5317 -1.2249 5.1178  -0.13
C: -1.8208 -0.6898 2.9017  -0.03
C: -1.4115 -2.0130 5.4066  -0.01
C: -0.6540 -1.4707 3.0392  -0.10
C: -0.4253 -2.0092 4.3685  -0.13
N: 0.8643 -2.5543 4.2153  -0.14
C: 1.6098 -3.1125 5.3476  -0.03
C: 1.0694 -1.5275 -1.3530  -0.15
C: -1.8157 1.1347 -1.3788  -0.10
C: -0.3076 0.6033 -3.3487  -0.12
C: -1.0370 0.0362 -2.1257  -0.17
C: 0.1492 -0.3586 -1.1429  -0.43
C: -0.8893 2.3497 -1.0136  0.00
C: 0.5595 1.7404 -2.9480  -0.14
C: 1.0521 0.8211 -0.8321  -0.02
N: 0.5448 2.0162 -1.5368  -0.48
H: 2.4016 -2.7519 2.6660  0.14
H: -3.8028 -0.0331 3.7914  0.13
H: -3.1764 -1.1300 5.9013  0.06
H: -1.9114 -0.1757 1.8951  0.11
H: -1.2795 -2.4517 6.4767  0.13
H: 1.9883 -4.1958 5.0654  0.12
H: 2.4199 -2.3861 5.5754  0.10
H: 0.7762 -3.2204 6.1340  0.09
H: 1.8797 -1.2898 -2.1013  0.14
H: 0.3521 -2.2741 -1.8284  0.14
H: -2.4989 1.5865 -2.0447  0.09
H: -2.2947 0.7373 -0.4521  0.12
H: -1.1276 0.9461 -4.0495  0.14
H: 0.2698 -0.1584 -3.7202  0.08
H: -1.6248 -0.8148 -2.3624  0.14
H: -1.1249 3.3831 -1.4081  0.15
H: -0.8587 2.2558 0.0369  0.10
H: 0.1292 2.6738 -3.4064  0.15
H: 1.6049 1.6020 -3.2356  0.15
H: 0.9080 1.0685 0.2774  0.18
H: 2.0944 0.6078 -1.0975  0.15

## Properties
* gap between HOMO and LUMO: 8.350 eV
* ΔE to the lowest compared entry with this formula, charge and spin: 680.0 kJ/mol
* SMILES: Cn1cc(C2=NC[C@]3(C[N@+]4([O-])CC[C@H]3CC4)O2)c2ccccc21

---

Formula: C18H21N3O4
Source: OMol25
Level of theory: ωB97M-V with the def2-TZVPD basis set

Last column: Löwdin charge in e.
Positions of all 46 atoms, in Å:
C: -2.9991 -1.9058 -1.0061  -0.16
H: -3.1094 -2.9472 -1.3589  0.12
H: -3.3938 -1.1712 -1.8362  0.14
H: -1.9193 -1.7806 -1.1840  0.07
C: -3.5262 -1.8187 0.1786  -0.43
C: -5.1233 -1.9127 0.4717  -0.01
H: -5.4043 -2.9987 0.4289  0.08
H: -5.6028 -1.2148 -0.4586  0.14
H: -5.4771 -1.5026 1.3088  0.00
O: -3.0751 -0.4403 0.8459  -0.24
C: -3.6338 0.9755 0.2292  -0.18
C: -3.1262 2.0933 0.8518  -0.14
H: -3.1154 2.6867 0.1960  0.00
C: -1.5257 1.9026 1.3753  0.04
N: -0.7966 1.1884 0.1471  0.19
C: -0.0204 1.8341 -0.4046  -0.70
O: 0.3866 2.8736 -0.3798  0.17
C: 0.6035 0.9041 -1.5509  -0.08
N: 1.2502 -0.1620 -1.1549  -0.04
C: 2.2951 -0.4952 -0.3778  -0.03
C: 2.2432 -1.9110 -0.2626  -0.10
C: 0.9043 -2.2527 -0.4356  -0.01
N: 0.3504 -1.2395 -1.0769  0.11
H: 0.5362 -3.2781 -0.3435  0.14
C: 3.4144 -2.4232 0.1720  -0.38
O: 3.5633 -3.7329 0.7080  -0.10
O: 4.5316 -1.9864 0.6070  0.12
C: 4.5906 -0.3047 0.3295  -0.07
C: 5.6612 0.1507 0.7946  -0.07
C: 5.8862 1.5095 0.5680  0.01
C: 4.7862 2.3879 -0.0433  0.08
C: 3.5650 1.6188 -0.4509  0.05
C: 3.5024 0.2993 -0.1581  -0.11
H: 2.7409 2.1063 -0.6892  0.04
H: 4.8222 3.2802 -0.1069  -0.03
H: 6.8159 2.2518 0.7857  0.15
H: 6.5799 -0.3911 0.9127  0.14
H: -0.1610 0.7158 -2.0637  0.06
H: 1.4046 1.5398 -2.1545  0.19
H: -1.1300 0.3649 0.1845  0.04
H: -1.0125 2.7052 1.7212  0.05
H: -1.6199 1.2387 2.4531  0.18
H: -3.6890 2.1211 1.8975  0.18
H: -4.7204 0.6803 0.2369  0.12
H: -3.3378 0.8606 -0.9060  0.14
H: -2.9148 -2.4200 0.9989  0.18

## Properties
* gap between HOMO and LUMO: 8.032 eV
* ΔE to the lowest compared entry with this formula, charge and spin: 1883.6 kJ/mol
* SMILES: CC(C)OCCCNC(=O)Cn1ncc2c(=O)oc3ccccc3c21

---

Formula: C18H21N3O5S
Source: OMol25
Level of theory: ωB97M-V with the def2-TZVPD basis set

Last column: Löwdin charge in e.
Positions of all 48 atoms, in Å:
C: -2.2729 -3.3742 -0.5387  -0.03
H: -2.2086 -4.0884 0.2838  0.10
H: -1.5104 -3.5762 -1.2867  0.09
H: -3.2673 -3.4309 -0.9860  0.10
O: -2.0368 -2.0544 -0.0636  -0.03
C: -2.5470 -1.7490 1.1321  -0.47
O: -3.1633 -2.5182 1.8191  0.12
C: -2.2942 -0.2938 1.5005  -0.19
N: -1.3088 0.3119 0.6468  0.11
C: -0.3317 1.1183 1.1550  -0.57
O: -0.1535 1.2737 2.3454  0.06
N: 0.4126 1.7594 0.1966  0.07
H: 0.3559 1.4265 -0.7533  0.14
C: 1.6364 2.4413 0.5642  -0.13
C: 2.8582 1.5953 0.3089  -0.19
C: 2.9522 0.3375 0.8998  0.00
C: 4.0473 -0.4697 0.6520  -0.04
C: 5.0456 -0.0106 -0.1841  -0.30
C: 4.9761 1.2331 -0.7757  -0.05
C: 3.8741 2.0358 -0.5312  -0.02
H: 3.8038 3.0100 -0.9925  0.11
H: 5.7748 1.5444 -1.4295  0.11
S: 6.4710 -1.0351 -0.4760  0.62
O: 6.1135 -2.4139 -0.3096  -0.30
O: 7.1259 -0.6181 -1.6818  -0.30
N: 7.4476 -0.5859 0.8220  -0.06
H: 8.3204 -0.1914 0.5120  0.06
H: 7.5954 -1.3492 1.4618  0.06
H: 4.1398 -1.4528 1.0846  0.12
H: 2.1638 0.0032 1.5574  0.12
H: 1.6999 3.3837 0.0128  0.12
H: 1.5465 2.6552 1.6339  0.13
H: -1.4910 0.2853 -0.3434  0.13
H: -1.9034 -0.2464 2.5233  0.16
C: -3.6526 0.4517 1.4474  -0.07
C: -4.2175 0.3924 0.0575  -0.23
C: -5.0530 -0.6519 -0.3209  -0.04
C: -5.5163 -0.7462 -1.6210  -0.08
C: -5.1498 0.2024 -2.5612  -0.09
C: -4.3245 1.2505 -2.1921  -0.08
C: -3.8614 1.3440 -0.8909  -0.05
H: -3.2250 2.1700 -0.6039  0.11
H: -4.0416 1.9981 -2.9189  0.10
H: -5.5109 0.1279 -3.5761  0.10
H: -6.1674 -1.5613 -1.9019  0.10
H: -5.3414 -1.3933 0.4105  0.12
H: -4.3280 -0.0256 2.1578  0.13
H: -3.4825 1.4847 1.7538  0.13

## Properties
* gap between HOMO and LUMO: 9.826 eV
* ΔE to the lowest compared entry with this formula, charge and spin: 51.0 kJ/mol
* SMILES: COC(=O)[C@H](Cc1ccccc1)NC(=O)NCc1ccc(S(N)(=O)=O)cc1

---

Formula: C18H21N4O4Ru
Source: OMol25
Level of theory: ωB97M-V with the def2-TZVPD basis set

Last column: Löwdin charge in e.
Positions of all 48 atoms, in Å:
Ru: -0.1858 -0.1052 -0.3610  1.39
C: -0.6079 0.6178 -3.5785  -0.01
C: -0.9496 -0.4104 -2.5344  -0.34
C: -2.1082 -0.2969 -1.7543  -0.06
C: -2.4787 -1.3034 -0.8264  -0.26
C: -3.7337 -1.1727 -0.0210  0.00
C: -1.6519 -2.4140 -0.6967  0.04
C: -0.4269 -2.5255 -1.3842  -0.25
C: 0.4759 -3.6922 -1.1585  0.01
C: -0.0878 -1.5124 -2.2895  -0.05
H: -1.1915 1.5278 -3.4512  0.09
H: -0.8370 0.2123 -4.5663  0.11
H: 0.4545 0.8628 -3.5775  0.08
H: -2.7587 0.5589 -1.8900  0.14
H: -3.6215 -1.6133 0.9689  0.10
H: -4.5402 -1.7102 -0.5263  0.12
H: -4.0432 -0.1336 0.0771  0.10
H: -1.9187 -3.1840 0.0183  0.16
H: 0.3496 -4.1052 -0.1596  0.10
H: 1.5201 -3.4242 -1.3116  0.10
H: 0.2293 -4.4751 -1.8809  0.12
H: 0.8376 -1.5826 -2.8496  0.15
O: -1.5815 0.3409 5.3157  0.17
C: -1.5572 1.5276 4.7289  -0.48
O: -1.7243 2.5568 5.3118  0.17
C: -1.3342 1.5671 3.2406  -0.01
C: -1.4134 2.7430 2.5119  0.06
N: -1.1236 2.4600 1.2350  0.07
N: -0.9026 1.1453 1.0729  -0.06
C: -0.9863 0.6062 2.2926  -0.12
C: -0.5900 -0.8299 2.3523  -0.47
O: -0.7205 -1.5418 3.3050  0.17
O: -0.0296 -1.2474 1.2077  -0.16
H: -1.3832 -0.4016 4.7104  0.09
H: -1.6539 3.7401 2.8468  0.17
H: -1.1480 3.0860 0.4450  0.18
C: 4.7104 2.3493 -1.0992  0.04
N: 3.6975 1.3717 -0.6877  -0.10
C: 3.9259 0.2502 0.0678  -0.01
C: 2.7262 -0.3612 0.2384  -0.08
N: 1.7675 0.3889 -0.4198  -0.10
C: 2.3933 1.4349 -0.9554  -0.12
H: 5.6052 1.8167 -1.4082  0.11
H: 4.9383 3.0115 -0.2676  0.11
H: 4.3271 2.9227 -1.9382  0.10
H: 4.9109 -0.0147 0.4120  0.15
H: 2.4790 -1.2615 0.7728  0.12
H: 1.9415 2.2206 -1.5386  0.15

## Properties
* gap between HOMO and LUMO (alpha / beta): 7.279 / 6.979 eV
* <S²>: 0.755
* total charge: +2
* spin multiplicity: 2

---

no.,total energy (eV)
1,-82697.95930
2,-27566.94333
3,-31649.85986
4,-44551.01935
5,-35724.32092